(1)
{
  "formula": "C18H48BF6HgN5O8PbS2",
  "method": "the ωB97M-V functional and the def2-TZVPD basis",
  "symbols": ["C", "H", "Hg", "N", "H", "O", "H", "N", "N", "F", "H", "H", "C", "H", "S", "H", "H", "H", "H", "H", "H", "F", "H", "C", "N", "H", "H", "F", "H", "N", "S", "F", "C", "H", "H", "H", "O", "O", "F", "H", "H", "H", "C", "H", "H", "H", "O", "H", "O", "H", "C", "H", "H", "C", "H", "H", "H", "H", "H", "H", "F", "O", "H", "C", "H", "H", "C", "H", "H", "C", "H", "H", "O", "C", "H", "H", "C", "C", "B", "C", "C", "C", "C", "H", "H", "O", "H", "Pb", "C", "H"],
  "positions_angstrom": [[0.412, -0.896, -6.216], [-6.837, 0.304, -1.868], [0.653, -1.826, 4.145], [3.308, -3.690, 2.432], [0.530, -1.915, -6.585], [1.155, 4.037, -0.406], [-0.859, -1.167, -8.431], [2.697, 3.309, -2.913], [-2.068, -0.531, 6.140], [-1.595, -1.608, 9.374], [4.773, 4.786, -2.843], [-5.125, -1.770, -2.598], [-2.471, -0.676, 9.135], [-6.684, -0.817, -0.534], [-1.821, 0.410, 7.652], [-4.315, 0.024, -0.142], [-4.999, 0.851, -2.890], [-3.197, -3.282, -3.523], [5.472, 0.197, 4.080], [5.064, -5.230, 1.955], [3.416, 2.794, -0.977], [-3.483, -2.166, 3.967], [-2.344, -0.414, -8.215], [-4.515, -1.455, -1.751], [-4.366, 0.905, -2.106], [3.781, 0.716, 4.263], [-1.812, -3.279, -2.737], [-3.597, -1.390, 8.749], [-1.846, 1.561, -6.195], [-0.968, 1.087, -6.034], [-3.551, -0.139, 5.754], [-4.194, -2.699, 5.941], [3.265, 3.643, -1.645], [-4.732, 1.742, -1.675], [6.552, -4.311, 1.951], [1.181, -0.340, -6.751], [-3.533, 0.858, 4.632], [0.644, -0.843, -4.798], [-5.550, -1.703, 4.514], [2.580, -0.598, -4.612], [5.815, -1.433, 2.550], [2.785, 4.104, -3.530], [5.487, -4.252, 1.728], [3.119, -3.773, 1.443], [0.972, 4.527, 1.620], [3.040, -4.620, 2.719], [-2.411, 1.745, 7.705], [4.905, -3.636, 3.646], [4.032, -1.024, 3.322], [3.316, 2.793, -3.522], [0.509, 4.722, 0.653], [2.861, 5.167, -0.149], [1.803, -1.522, -3.315], [-2.850, -3.023, -2.523], [2.131, 5.574, -1.617], [-3.204, -3.726, -1.769], [0.615, 5.798, 0.519], [0.712, 0.317, 0.777], [2.200, -2.311, -4.899], [0.235, 0.693, 2.377], [-2.577, 0.090, 10.281], [-3.142, -1.653, -2.254], [-0.273, 1.744, -6.358], [4.780, -1.721, 2.366], [4.553, -1.513, 1.320], [-0.481, -0.724, 1.602], [-4.244, -1.782, 4.983], [4.536, 0.920, 2.723], [5.246, 3.342, -2.259], [4.502, 0.257, 3.587], [5.098, 4.840, -1.169], [5.407, -4.111, 0.650], [-0.343, 0.497, 7.778], [-1.286, -0.259, -8.005], [-4.629, -2.163, -0.930], [-1.659, -1.006, -6.205], [4.659, -3.273, 2.648], [4.656, 4.199, -1.932], [-0.132, 0.285, 1.448], [2.363, 4.705, -1.001], [-0.942, -0.282, -6.593], [-4.826, -0.083, -1.099], [-6.277, 0.103, -0.955], [-0.564, 4.609, 0.811], [-0.911, 0.933, 1.076], [-4.492, 0.073, 6.848], [-6.500, 0.728, -0.090], [-0.508, 1.468, -2.212], [1.875, -1.401, -4.396], [-0.981, 0.575, -8.637]],
  "de_lowest_kcal_mol": 366.9,
  "e_tot_ha": -3355.8053,
  "charge": 2
}

---

(2)
{
  "formula": "C18H48BO25",
  "method": "the ωB97M-V functional and the def2-TZVPD basis",
  "symbols": ["H", "O", "H", "O", "O", "H", "C", "C", "C", "H", "H", "O", "C", "H", "O", "B", "C", "H", "H", "C", "O", "O", "H", "C", "H", "C", "O", "O", "H", "H", "C", "H", "H", "O", "O", "H", "O", "H", "H", "O", "H", "H", "H", "H", "O", "C", "O", "H", "H", "H", "H", "H", "H", "H", "H", "H", "H", "H", "H", "O", "C", "H", "C", "H", "C", "H", "H", "C", "C", "O", "H", "O", "C", "H", "O", "H", "H", "C", "O", "O", "H", "O", "H", "O", "C", "O", "H", "H", "H", "H", "H", "O"],
  "positions_angstrom": [[-20.595, -9.070, -18.613], [-25.408, -4.867, -21.403], [-24.172, -7.790, -14.272], [-20.615, -10.994, -17.651], [-27.420, -9.887, -15.762], [-18.795, -5.973, -15.596], [-20.989, -8.941, -16.543], [-24.963, -2.738, -14.486], [-25.428, -0.428, -17.810], [-25.446, -9.419, -16.148], [-23.428, -6.558, -11.958], [-20.820, -9.649, -15.318], [-20.931, -2.008, -12.704], [-21.736, -1.928, -11.974], [-16.861, -5.467, -15.647], [-24.043, -4.150, -15.995], [-21.222, -1.089, -13.940], [-21.568, -9.361, -14.789], [-25.587, -8.025, -21.372], [-26.624, -7.582, -16.029], [-19.211, -3.311, -15.700], [-26.296, -7.777, -20.779], [-26.172, -2.410, -17.608], [-25.862, -3.868, -22.338], [-26.609, -7.439, -14.949], [-23.322, -8.032, -13.633], [-25.648, -4.565, -12.992], [-23.074, -9.434, -13.684], [-27.463, -3.009, -23.166], [-27.723, -3.408, -21.353], [-25.052, -4.261, -14.007], [-26.458, -9.304, -17.549], [-19.455, -4.168, -17.402], [-24.951, 0.557, -18.687], [-24.755, -2.352, -19.035], [-27.583, -9.472, -14.912], [-27.881, -5.018, -22.798], [-24.570, -3.036, -18.387], [-24.257, 0.134, -19.197], [-21.312, -5.721, -17.572], [-25.190, -4.350, -20.624], [-24.479, -0.680, -17.338], [-19.262, -9.574, -17.774], [-27.524, -3.567, -12.639], [-22.636, -4.533, -16.134], [-18.600, -4.073, -16.732], [-25.231, -1.780, -13.841], [-22.495, -7.468, -14.064], [-17.825, -3.382, -17.064], [-26.037, -6.920, -20.440], [-26.142, -0.096, -17.056], [-23.759, 0.267, -11.535], [-25.640, -4.136, -23.371], [-16.836, -5.015, -14.800], [-25.775, -6.947, -16.282], [-22.072, -1.505, -14.481], [-24.583, -7.799, -11.860], [-22.920, -8.076, -10.411], [-22.285, 0.469, -13.484], [-24.624, -5.044, -14.970], [-26.431, -9.091, -16.481], [-27.592, -5.602, -22.093], [-23.728, -5.170, -17.987], [-28.683, -4.118, -11.836], [-22.421, -5.192, -17.224], [-26.910, -1.589, -19.012], [-20.507, -11.323, -16.756], [-23.542, -7.627, -12.135], [-18.106, -5.438, -16.250], [-24.362, -2.730, -15.671], [-20.699, -7.910, -16.338], [-28.480, -3.596, -12.612], [-20.349, -9.602, -17.695], [-25.288, -2.960, -22.152], [-23.843, 0.573, -12.439], [-20.235, -3.340, -13.865], [-24.356, -0.107, -12.875], [-25.988, -1.744, -18.452], [-27.765, -7.031, -16.740], [-23.787, -5.623, -19.084], [-28.558, -7.340, -16.297], [-20.729, -3.365, -13.042], [-19.989, -1.742, -12.225], [-22.646, -8.287, -11.306], [-27.432, -3.733, -22.352], [-24.607, -4.438, -17.327], [-22.063, -8.861, -16.712], [-17.967, -6.095, -17.108], [-20.405, -1.294, -14.631], [-22.649, -9.738, -12.878], [-18.580, -2.874, -15.123], [-21.356, 0.299, -13.659]],
  "de_lowest_kcal_mol": 36.1,
  "e_tot_ha": -2620.6460,
  "charge": -1
}